This record from OMol25 describes a structure of composition C6H8OS. The level of theory is the ωB97M-V functional and the def2-TZVPD basis.

Last column: Löwdin charge in e.
CARTESIAN COORDINATES (ANGSTROEM)
H -1.19141 1.60593 1.41311  0.088
H 1.43638 -1.85075 -1.37862  0.211
S -2.44970 0.07050 -0.26358  0.813
H 0.83373 -1.48555 1.60222  0.140
O 1.52628 -1.70417 -0.28689  -0.106
C 0.95220 1.14389 -0.07184  -0.073
H -0.85864 -1.03186 -1.80436  0.094
C -0.87932 -0.11855 -1.18726  -0.385
H -0.78282 0.74362 -1.68202  0.018
C 0.50287 -1.34219 0.56875  -0.257
C -1.14898 0.57226 1.01682  -0.365
H -1.33991 -0.15188 1.98969  0.128
C 1.63062 2.19907 -0.29381  0.094
H -0.33322 -1.95409 0.50862  0.093
H 2.15989 3.27485 -0.27353  0.085
C -0.05796 0.02892 0.14268  -0.577

Results
Gap between HOMO and LUMO ... 9.32 eV
Net charge ... 0
HOMO energy ... -0.32185 Eh

---

This record from OMol25 describes a structure of composition C6H8OS. The level of theory is the ωB97M-V functional and the def2-TZVPD basis.

Last column: Löwdin charge in e.
CARTESIAN COORDINATES (ANGSTROEM)
C 2.67698 -1.11884 -0.26189  -0.071
H -3.02043 -0.48428 -0.39234  0.078
C 1.44529 -0.29961 0.10958  -0.227
C 1.13209 0.89049 0.41475  -0.162
O -1.15035 -2.21727 0.16130  -0.559
H 3.49674 -0.44176 -0.27476  0.062
H 2.61838 -1.94788 0.43148  0.077
C -0.30255 1.27420 0.40989  -0.099
C -2.62433 0.50121 -0.04490  -0.129
H -3.09518 1.44502 -0.55425  0.128
H 2.36545 -1.35033 -1.32541  0.092
H -2.97125 0.52663 0.95489  0.067
H 1.90381 1.70668 0.50100  0.133
S -0.53183 -1.17489 -0.68932  0.985
C -1.19008 0.42547 -0.10351  -0.503
H -0.75273 2.26514 0.66348  0.128

Results
Gap between HOMO and LUMO ... 8.90 eV
Net charge ... 0
HOMO energy ... -0.31246 Eh

---

This record from OMol25 describes a structure of composition C6H8OS. The level of theory is the ωB97M-V functional and the def2-TZVPD basis.

Last column: Löwdin charge in e.
CARTESIAN COORDINATES (ANGSTROEM)
H 3.94186 -0.30529 0.64893  0.087
C -0.30214 -0.61876 0.82640  -0.147
C -0.71161 -1.46759 -0.42089  -0.147
C 0.54672 1.25647 -0.37353  -0.288
C 0.94387 0.24290 0.56712  -0.587
H 0.00413 -1.35062 -1.28511  0.094
C -0.71522 1.37095 -0.50538  -0.041
O -1.93449 -0.74990 -0.73648  -0.098
H 1.28534 1.98034 -0.72378  0.109
H -1.14216 2.08737 -1.34191  0.156
H -2.30620 0.65948 0.76534  0.126
H 1.40760 0.74277 1.48110  0.130
H -0.53833 -1.09021 1.79574  0.141
H -1.27261 -2.47543 -0.33351  0.154
C -1.54021 0.25273 0.15801  -0.261
S 2.33344 -0.53520 -0.52207  0.572

Results
Gap between HOMO and LUMO ... 8.12 eV
Net charge ... 0
HOMO energy ... -0.33389 Eh

---

This record from OMol25 describes a structure of composition C6H8OS. The level of theory is the ωB97M-V functional and the def2-TZVPD basis.

Last column: Löwdin charge in e.
CARTESIAN COORDINATES (ANGSTROEM)
C -0.75384 -1.15107 -1.08542  -0.050
C -0.63575 0.28541 -1.51719  -0.348
C 0.23820 -0.10151 0.67111  -0.832
O -1.93270 0.77954 -2.00420  -0.145
H -1.35581 -1.89705 -1.69240  0.137
H 0.95120 1.69994 -0.15757  0.168
C -0.00173 0.98106 -0.27387  -0.210
S 1.92624 -0.34739 1.32481  0.747
H -0.13224 0.26644 -2.45987  0.129
H -1.64553 0.66005 0.92533  0.090
H 1.59671 -0.32845 2.70403  -0.090
C -0.67351 0.97458 1.15344  -0.024
C -0.28474 -1.39159 0.13632  -0.100
H -1.75158 1.92350 -1.50830  0.263
H 0.05395 -2.38818 0.70620  0.150
H -0.40666 1.80434 1.81289  0.114

Results
Gap between HOMO and LUMO ... 9.59 eV
Net charge ... 0
HOMO energy ... -0.33335 Eh

---

This record from OMol25 describes the molecule C6H8OS. The level of theory is the ωB97M-V functional and the def2-TZVPD basis.

Last column: Löwdin charge in e.
CARTESIAN COORDINATES (ANGSTROEM)
C -0.14815 1.35982 -0.65820  -0.749
H -0.69801 -0.22906 -1.92367  0.138
C -0.13621 0.04411 1.47369  -0.424
C 0.22775 0.07175 -1.38920  -0.210
C 0.84493 -0.97835 -0.47840  -0.188
C -0.79679 1.10357 0.66524  -0.163
H -1.77012 0.70709 0.51036  0.125
H 0.95442 -1.89503 -1.04367  0.116
C -0.06196 -1.26394 0.69316  -0.129
H 1.78535 -0.66874 -0.07516  0.121
S 0.12383 2.86380 -1.22602  0.742
H 0.31234 -2.07501 1.37778  0.137
H 0.99566 0.31992 -2.13201  0.105
H -0.95261 1.99921 1.28825  0.128
H -1.05839 -1.60618 0.38508  0.125
O 0.37795 0.24704 2.53277  0.125

Results
Gap between HOMO and LUMO ... 8.51 eV
Net charge ... 0
HOMO energy ... -0.32381 Eh

---

This record from OMol25 describes the molecule C6H8S. The level of theory is the ωB97M-V functional and the def2-TZVPD basis.

Last column: Löwdin charge in e.
CARTESIAN COORDINATES (ANGSTROEM)
H -0.38410 -1.16777 -1.60790  0.088
H 1.67102 -1.37922 0.69124  0.114
C -0.79808 0.98948 0.11126  -0.088
H -1.61392 0.28433 0.26465  0.089
H 0.25605 0.30304 -2.35190  0.084
C 0.43101 -0.44470 -1.57846  -0.086
S 2.01932 1.00827 0.27220  0.886
H -0.66263 1.56575 1.02458  0.075
H 0.15705 -0.54976 4.47177  0.020
H -1.07777 1.66713 -0.69331  0.081
C 0.46554 0.22617 -0.23250  -0.793
C 0.39038 -0.49716 3.45148  0.133
C 0.68804 -0.43004 2.29264  -0.161
C 1.14341 -0.45419 0.92761  -0.520
H 1.36540 -0.95441 -1.79979  0.078

Results
Gap between HOMO and LUMO ... 9.78 eV
Net charge ... 0
HOMO energy ... -0.32726 Eh

---

This record from OMol25 describes the molecule C6H8S. The level of theory is the ωB97M-V functional and the def2-TZVPD basis.

Last column: Löwdin charge in e.
CARTESIAN COORDINATES (ANGSTROEM)
H -0.47706 -0.52787 -2.90344  0.047
C 0.82913 -0.42237 -1.16435  -0.185
H -1.50625 3.28630 0.00051  -0.102
C -0.31333 -0.78988 -1.85040  0.022
C -0.87795 0.05798 1.38438  -0.281
S -0.36271 2.61307 0.40782  0.763
C -1.26032 1.21259 0.72339  -0.479
H -1.27259 -1.16752 -1.53617  0.047
H -1.62410 -0.00537 2.25118  0.123
C 1.21565 -0.65826 0.23790  -0.237
H 1.56594 0.15380 -1.65257  0.080
H 0.20606 -1.68765 1.98344  0.076
H 1.69358 0.21220 0.48436  0.067
C 0.13438 -0.90526 1.27401  -0.067
H 2.04959 -1.37178 0.35993  0.125

Results
Gap between HOMO and LUMO (alpha / beta) ... 7.17 / 7.17 eV
Net charge ... 0
HOMO energy (alpha / beta) ... -0.27726 / -0.27719 Eh

---

This record from OMol25 describes the molecule C6H8S. The level of theory is the ωB97M-V functional and the def2-TZVPD basis.

Last column: Löwdin charge in e.
CARTESIAN COORDINATES (ANGSTROEM)
H -2.45983 -1.14729 -0.17488  0.135
C -1.42972 -0.65294 -0.02323  -0.232
H 0.00152 2.48807 0.43851  0.127
C -1.37491 0.69476 0.13895  -0.099
H -2.29622 1.20361 -0.13383  0.105
S -0.16950 -3.17662 -0.07109  0.799
C 0.98380 -0.48200 -0.55249  -0.177
H 1.79791 0.43136 1.16126  0.064
H 2.02869 -0.95792 -0.70715  0.112
H 0.88646 -0.05286 -1.57552  0.101
H -0.28272 1.34463 1.79476  0.129
C -0.17635 1.38548 0.66397  -0.215
C 1.10482 0.64235 0.42206  -0.094
H 0.60277 -3.29142 -1.07846  -0.174
C -0.43909 -1.48697 -0.34764  -0.581

Results
<S²> ... 2.04
Gap between HOMO and LUMO (alpha / beta) ... 7.67 / 8.58 eV
Multiplicity ... 3
Net charge ... 0
HOMO energy (alpha / beta) ... -0.24930 / -0.33668 Eh

---

This record from OMol25 describes a structure of composition C6H8S2. The level of theory is the ωB97M-V functional and the def2-TZVPD basis.

Last column: Löwdin charge in e.
CARTESIAN COORDINATES (ANGSTROEM)
H -0.69931 1.91340 -0.78402  0.090
C 1.84128 -0.23949 -0.35231  -0.445
C 0.09421 1.18575 -0.56345  -0.162
H 2.86497 -0.34861 -0.48807  0.069
H 1.33923 0.41638 1.65339  0.130
C 1.05485 -0.41042 0.93994  -0.201
C 1.36941 1.18195 -0.95805  -0.096
S 0.61398 -1.30572 -1.36795  0.856
H 1.20338 -1.44525 1.53161  0.162
C -0.11613 -0.23043 0.02780  -0.769
C -1.53522 -0.65353 0.48214  -0.578
H -1.60182 -1.81847 0.67249  0.103
H 2.06091 2.04818 -1.25140  0.128
H -1.77293 -0.32272 1.61727  0.125
H -4.06919 0.05416 -0.36718  -0.070
S -2.64760 -0.02516 -0.79221  0.659

Results
Gap between HOMO and LUMO ... 8.79 eV
Net charge ... 0
HOMO energy ... -0.30175 Eh

---

This record from OMol25 describes the molecule C6H8S2. The level of theory is the ωB97M-V functional and the def2-TZVPD basis.

Last column: Löwdin charge in e.
CARTESIAN COORDINATES (ANGSTROEM)
H -0.81268 2.93714 0.26960  0.055
C 2.41187 -0.74018 -0.51058  -0.599
S -2.41545 -0.36908 -0.44969  0.813
H 0.91442 1.26794 0.13310  0.058
C -1.24924 0.94309 -0.10250  -0.632
C -1.67470 2.25289 0.24832  0.026
H 2.87374 -1.47615 -1.05448  -0.015
C 0.15511 0.61270 -0.16262  -0.153
S 3.50618 0.08605 0.41812  0.635
H -1.45222 -2.05123 1.28223  0.006
C -2.35281 -1.56688 0.90793  -0.459
C 0.91295 -0.43030 -0.73485  -0.123
H -2.84755 2.47118 0.70377  0.147
H -2.88648 -1.11310 1.80783  0.037
H 0.29934 -1.16049 -1.28296  0.080
H -2.75935 -2.77472 0.77190  0.124

Results
Gap between HOMO and LUMO ... 7.37 eV
Net charge ... 0
HOMO energy ... -0.32077 Eh

---

Values for largest force on an atom, eV/A, ordered as above
5.130, 4.920, 6.045, 7.137, 2.277, 0.841, 4.068, 6.120, 3.868, 4.554